1.
The following is a quantum chemistry calculation of 3 unconnected molecules or ions with the total composition C14H23F6NO7, from the OMol25 dataset.

Its net charge is 0. As for the spin multiplicity: 1. Its SMILES is NCC[C@H](CCO)OC=O.CCOC(=O)C(F)(F)F.CCOC(=O)C(F)(F)F. The calculation puts the total energy at -1727.907313 Eh. Its HOMO energy is -9.907 eV.

Each atom is followed by the atoms it is bonded to, with distances in Å.
Atoms and positions in Å:
1 N 0.8418 0.1369 -7.6474  C2 1.459, H11 1.011, H12 1.010
2 C 1.8972 -0.3541 -6.7671  N1 1.459, C3 1.528, H13 1.091, H14 1.098
3 C 1.7462 0.2570 -5.3744  C2 1.528, C4 1.523, H15 1.092, H16 1.091
4 C 2.9610 -0.0343 -4.5034  C3 1.523, C5 1.521, O8 1.454, H17 1.092
5 C 3.0772 -1.4788 -4.0430  C4 1.521, C6 1.515, H18 1.094, H19 1.091
6 C 1.8939 -2.0060 -3.2568  C5 1.515, O7 1.422, H20 1.095, H21 1.096
7 O 2.2963 -3.2476 -2.6915  C6 1.422, H22 0.961
8 O 3.0716 0.8212 -3.3327  C4 1.454, C9 1.343
9 C 1.9797 1.3764 -2.7829  O8 1.343, O10 1.193, H23 1.099
10 O 1.7532 1.3280 -1.6131  C9 1.193
11 H 1.1064 1.0007 -8.1009  N1 1.011
12 H 0.5990 -0.5364 -8.3594  N1 1.010
13 H 1.8196 -1.4411 -6.7122  C2 1.091
14 H 2.9011 -0.1190 -7.1445  C2 1.098
15 H 0.8341 -0.1497 -4.9313  C3 1.092
16 H 1.6085 1.3317 -5.5044  C3 1.091
17 H 3.8540 0.1863 -5.0915  C4 1.092
18 H 3.2506 -2.1024 -4.9245  C5 1.094
19 H 3.9704 -1.5652 -3.4232  C5 1.091
20 H 1.6207 -1.2921 -2.4729  C6 1.095
21 H 1.0286 -2.1560 -3.9131  C6 1.096
22 H 1.6242 -3.5348 -2.0682  O7 0.961
23 H 1.3485 1.9488 -3.4770  C9 1.099
24 C -0.3612 1.8791 0.8871  C25 1.509, H33 1.091, H34 1.089, H35 1.090
25 C -1.8595 2.0321 0.7961  C24 1.509, O26 1.452, H36 1.088, H37 1.089
26 O -2.4409 2.2988 2.0996  C25 1.452, C27 1.322
27 C -2.4130 3.5560 2.5058  O26 1.322, O28 1.195, C29 1.548
28 O -1.9861 4.5081 1.9234  C27 1.195
29 C -3.0756 3.6595 3.9004  C27 1.548, F30 1.341, F31 1.340, F32 1.326
30 F -2.6603 2.6684 4.7024  C29 1.341
31 F -4.4068 3.5647 3.7811  C29 1.340
32 F -2.7842 4.8172 4.4779  C29 1.326
33 H -0.1010 1.1009 1.6060  C24 1.091
34 H 0.0495 1.6045 -0.0838  C24 1.089
35 H 0.1096 2.8100 1.2020  C24 1.090
36 H -2.3390 1.1102 0.4755  C25 1.088
37 H -2.1466 2.8333 0.1166  C25 1.089
38 C -0.5373 -0.0883 6.1021  C39 1.511, H47 1.090, H48 1.090, H49 1.089
39 C -1.8451 -0.5558 5.5067  C38 1.511, O40 1.449, H50 1.087, H51 1.089
40 O -1.7441 -1.9207 5.0315  C39 1.449, C41 1.322
41 C -1.8926 -2.8666 5.9427  O40 1.322, O42 1.195, C43 1.547
42 O -2.1041 -2.7303 7.1111  C41 1.195
43 C -1.7984 -4.2567 5.2693  C41 1.547, F44 1.337, F45 1.342, F46 1.328
44 F -0.7801 -4.3178 4.4049  C43 1.337
45 F -2.9314 -4.5081 4.5961  C43 1.342
46 F -1.6331 -5.2068 6.1822  C43 1.328
47 H 0.2718 -0.1980 5.3797  C38 1.090
48 H -0.6182 0.9633 6.3771  C38 1.090
49 H -0.2860 -0.6605 6.9943  C38 1.089
50 H -2.1077 0.0223 4.6241  C39 1.087
51 H -2.6624 -0.4883 6.2232  C39 1.089

---

2.
The following is a quantum chemistry calculation of 2 unconnected molecules or ions with the total composition C21H34F5N3O7P, from the OMol25 dataset.

Its net charge is +1. As for the spin multiplicity: 1. The calculation puts the total energy at -2352.008398 Eh. Its HOMO energy is -11.091 eV.

Each atom is followed by the atoms it is bonded to, with distances in Å.
Atoms and positions in Å:
1 C 0.5950 3.6639 4.2591  C2 1.518, H32 1.088, H33 1.090, H34 1.087
2 C 0.8008 3.3516 2.7875  C1 1.518, O3 1.443, H35 1.093, H36 1.093
3 O 0.7058 1.9211 2.6233  C2 1.443, C4 1.393
4 C 0.7492 1.3589 1.3499  O3 1.393, C5 1.599, C12 1.500, C21 1.619
5 C 2.1549 0.5961 1.3516  C4 1.599, F6 1.329, F7 1.368, C8 1.579
6 F 2.3610 -0.0316 2.5047  C5 1.329
7 F 3.0703 1.6104 1.2881  C5 1.368
8 C 2.4989 -0.3746 0.1549  C5 1.579, F9 1.336, F10 1.335, F11 1.367
9 F 3.6912 -0.0736 -0.3680  C8 1.336
10 F 2.4859 -1.6528 0.5401  C8 1.335
11 F 1.5726 -0.1918 -0.8342  C8 1.367
12 C 0.8834 2.4021 0.2804  C4 1.500, N13 1.262, H37 1.081
13 N -0.0399 2.3379 -0.5771  C12 1.262, C14 1.502, H38 1.016
14 C -1.1055 1.2960 -0.3911  N13 1.502, O15 1.388, C16 1.531, C21 1.598
15 O -1.0253 0.4922 -1.5194  C14 1.388, H39 0.964
16 C -2.4181 2.0670 -0.5503  C14 1.531, C17 1.539, H40 1.096, H41 1.087
17 C -3.6962 1.2218 -0.6907  C16 1.539, C18 1.527, H42 1.090, H43 1.092
18 C -4.8864 1.7916 0.0774  C17 1.527, C19 1.523, H44 1.091, H45 1.093
19 C -5.3401 3.1429 -0.4581  C18 1.523, N20 1.468, H46 1.099, H47 1.092
20 N -6.5692 3.5475 0.2344  C19 1.468, H48 1.013, H49 1.015
21 C -0.6618 0.6466 1.0004  C4 1.619, C14 1.598, C22 1.542, P28 1.887
22 C -0.7079 -0.8944 1.0291  C21 1.542, C23 1.393, C27 1.390
23 C -1.4555 -1.6610 0.1381  C22 1.393, C24 1.376, H50 1.079
24 C -1.5016 -3.0272 0.2911  C23 1.376, C25 1.376, H51 1.081
25 C -0.8224 -3.6042 1.3393  C24 1.376, N26 1.323, H52 1.083
26 N -0.1603 -2.8914 2.2355  C25 1.323, C27 1.321
27 C -0.1174 -1.5800 2.0848  C22 1.390, N26 1.321, H53 1.075
28 P -1.8606 1.1638 2.3625  C21 1.887, O29 1.464, O30 1.588, O31 1.589
29 O -2.1446 2.5997 2.3767  P28 1.464
30 O -3.1498 0.2691 2.1198  P28 1.588, H54 0.966
31 O -1.2585 0.5391 3.6941  P28 1.589, H55 0.968
32 H -0.4308 3.9694 4.4513  C1 1.088
33 H 0.7987 2.7705 4.8492  C1 1.090
34 H 1.2672 4.4548 4.5828  C1 1.087
35 H 1.7846 3.6950 2.4560  C2 1.093
36 H 0.0141 3.8278 2.1963  C2 1.093
37 H 1.6683 3.1392 0.1909  C12 1.081
38 H -0.0890 2.9427 -1.3924  N13 1.016
39 H -0.3488 -0.1877 -1.4191  O15 0.964
40 H -2.2711 2.5823 -1.5063  C16 1.096
41 H -2.5058 2.8340 0.2144  C16 1.087
42 H -3.5181 0.1799 -0.4257  C17 1.090
43 H -3.9755 1.2087 -1.7468  C17 1.092
44 H -5.7250 1.0971 0.0073  C18 1.091
45 H -4.6284 1.9120 1.1327  C18 1.093
46 H -4.5364 3.8766 -0.3017  C19 1.099
47 H -5.5556 3.0713 -1.5258  C19 1.092
48 H -6.7888 4.5127 0.0183  N20 1.013
49 H -6.3964 3.5296 1.2345  N20 1.015
50 H -2.0187 -1.2152 -0.6672  C23 1.079
51 H -2.0650 -3.6415 -0.3969  C24 1.081
52 H -0.8326 -4.6785 1.4753  C25 1.083
53 H 0.3827 -1.0405 2.8694  C27 1.075
54 H -3.0377 -0.5245 1.5809  O30 0.966
55 H -1.9456 0.1200 4.2323  O31 0.968
56 C 3.5447 -5.3266 -2.5429  O57 1.414, H62 1.089, H63 1.094, H64 1.095
57 O 4.8407 -4.7614 -2.5655  C56 1.414, C58 1.419
58 C 5.3016 -4.4356 -3.8669  O57 1.419, C59 1.511, H65 1.094, H66 1.093
59 C 5.1878 -2.9549 -4.1459  C58 1.511, O60 1.422, H67 1.093, H68 1.095
60 O 3.8341 -2.5201 -4.1659  C59 1.422, C61 1.408
61 C 3.4215 -1.9165 -2.9625  O60 1.408, H69 1.096, H70 1.094, H71 1.091
62 H 3.2198 -5.3467 -1.5034  C56 1.089
63 H 2.8359 -4.7367 -3.1309  C56 1.094
64 H 3.5565 -6.3522 -2.9258  C56 1.095
65 H 4.7500 -5.0029 -4.6227  C58 1.094
66 H 6.3543 -4.7251 -3.9291  C58 1.093
67 H 5.6174 -2.7392 -5.1274  C59 1.093
68 H 5.7548 -2.3935 -3.3963  C59 1.095
69 H 3.8607 -0.9175 -2.8569  C61 1.096
70 H 3.6904 -2.5216 -2.0913  C61 1.094
71 H 2.3353 -1.8218 -3.0099  C61 1.091

---

3.
The following is a quantum chemistry calculation of 2 unconnected molecules or ions with the total composition C2H6N5 at a distorted geometry, from the OMol25 dataset.

Its net charge is +1. As for the spin multiplicity: 1. The calculation puts the total energy at -353.151266 Eh. Its HOMO energy is -13.529 eV. The relative energy (zero: lowest compared OMol25 entry of this formula, charge and spin) is 5.281 eV.

Each atom is followed by the atoms it is bonded to, with distances in Å.
Atoms and positions in Å:
1 C 1.4722 -1.7250 -0.7168  N6 1.414, H8 1.088, H9 1.041, H10 1.067
2 C -1.9003 1.5925 0.0118  N7 1.388, H11 1.071, H12 1.093, H13 1.123
3 N 1.6146 0.1309 0.7295  N4 1.149, N6 1.198
4 N 1.7603 1.0041 1.4614  N3 1.149
5 N -1.1492 -0.6093 0.7638  N7 1.083
6 N 1.0610 -0.8448 0.3099  C1 1.414, N3 1.198
7 N -1.6442 0.2940 0.4295  C2 1.388, N5 1.083
8 H 0.9154 -1.3714 -1.5818  C1 1.088
9 H 2.4880 -1.6887 -0.9437  C1 1.041
10 H 1.1529 -2.7433 -0.7045  C1 1.067
11 H -2.9375 1.8420 -0.0844  C2 1.071
12 H -1.7533 2.1147 0.9608  C2 1.093
13 H -1.0799 2.0043 -0.6354  C2 1.123

---

4.
The following is a quantum chemistry calculation of 6 unconnected molecules or ions with the total composition C34H63FO9 at a distorted geometry, from the OMol25 dataset.

Its net charge is 0. As for the spin multiplicity: 1. Its SMILES is CC[C@@H](F)C1=CC(=O)c2cccc(COO)c2C1=O.CCOCC.CCOCC.CCOCC.CCOCC.CCOCC. The calculation puts the total energy at -2110.101325 Eh. Its HOMO energy is -9.412 eV.

Each atom is followed by the atoms it is bonded to, with distances in Å.
Atoms and positions in Å:
1 C 2.9749 -2.8390 1.1963  C2 1.538, H20 1.092, H21 1.095, H22 1.093
2 C 2.6723 -2.5572 -0.2852  C1 1.538, C3 1.529, H23 1.089, H24 1.092
3 C 2.6090 -1.0566 -0.5726  C2 1.529, F4 1.398, C5 1.516, H25 1.096
4 F 3.6200 -0.6923 -1.4664  C3 1.398
5 C 1.2598 -0.5146 -1.0023  C3 1.516, C6 1.326, C18 1.497
6 C 1.1702 0.7600 -1.3589  C5 1.326, C7 1.506, H26 1.087
7 C -0.1510 1.3771 -1.7365  C6 1.506, O8 1.217, C9 1.511
8 O -0.2646 2.2274 -2.5994  C7 1.217
9 C -1.3204 0.8157 -0.9620  C7 1.511, C10 1.362, C17 1.384
10 C -2.3949 1.5841 -0.6296  C9 1.362, C11 1.372, H27 1.083
11 C -3.3893 0.9983 0.1130  C10 1.372, C12 1.362, H28 1.084
12 C -3.2976 -0.3006 0.5109  C11 1.362, C13 1.378, H29 1.085
13 C -2.2344 -1.1064 0.1650  C12 1.378, C14 1.521, C17 1.373
14 C -2.1685 -2.5580 0.6151  C13 1.521, O15 1.416, H30 1.086, H31 1.100
15 O -2.8286 -3.4017 -0.3116  C14 1.416, O16 1.419
16 O -4.2046 -3.0709 -0.2098  O15 1.419, H32 0.965
17 C -1.2454 -0.5120 -0.5781  C9 1.384, C13 1.373, C18 1.518
18 C -0.0206 -1.2898 -1.0231  C5 1.497, C17 1.518, O19 1.216
19 O -0.1548 -2.4364 -1.4046  C18 1.216
20 H 2.0684 -2.7376 1.7975  C1 1.092
21 H 3.7570 -2.1913 1.6056  C1 1.095
22 H 3.3596 -3.8576 1.2867  C1 1.093
23 H 1.7728 -3.1117 -0.5496  C2 1.089
24 H 3.4808 -2.9844 -0.8829  C2 1.092
25 H 2.8727 -0.5400 0.3570  C3 1.096
26 H 2.0469 1.4022 -1.3800  C6 1.087
27 H -2.4280 2.6187 -0.9486  C10 1.083
28 H -4.2587 1.5870 0.3842  C11 1.084
29 H -4.0740 -0.7459 1.1236  C12 1.085
30 H -1.1536 -2.8959 0.8044  C14 1.086
31 H -2.7187 -2.6167 1.5655  C14 1.100
32 H -4.5747 -3.2930 -1.0729  O16 0.965
33 C 4.7319 2.9036 2.1662  C34 1.520, H38 1.092, H39 1.091, H40 1.091
34 C 5.3165 1.5060 2.2852  C33 1.520, O35 1.416, H41 1.091, H42 1.095
35 O 5.4221 0.8224 1.0498  C34 1.416, C36 1.417
36 C 6.2358 1.4283 0.0605  O35 1.417, C37 1.519, H43 1.096, H44 1.090
37 C 7.6828 1.6131 0.4839  C36 1.519, H45 1.091, H46 1.091, H47 1.091
38 H 3.7438 2.8652 1.7035  C33 1.092
39 H 4.6397 3.3598 3.1526  C33 1.091
40 H 5.3557 3.5567 1.5547  C33 1.091
41 H 4.6602 0.8978 2.9093  C34 1.091
42 H 6.2883 1.5329 2.7902  C34 1.095
43 H 5.7987 2.3810 -0.2592  C36 1.096
44 H 6.1974 0.7651 -0.8042  C36 1.090
45 H 7.7774 2.2764 1.3449  C37 1.091
46 H 8.2622 2.0429 -0.3340  C37 1.091
47 H 8.1245 0.6537 0.7579  C37 1.091
48 C -1.4357 -6.5427 1.5142  C49 1.519, H53 1.092, H54 1.090, H55 1.091
49 C -0.0847 -6.0865 0.9904  C48 1.519, O50 1.418, H56 1.091, H57 1.095
50 O 0.6518 -5.2986 1.9117  C49 1.418, C51 1.416
51 C 0.9773 -5.9110 3.1462  O50 1.416, C52 1.519, H58 1.096, H59 1.091
52 C 1.8210 -7.1663 3.0055  C51 1.519, H60 1.091, H61 1.091, H62 1.091
53 H -2.0440 -5.6827 1.8001  C48 1.092
54 H -1.9664 -7.1071 0.7470  C48 1.090
55 H -1.3387 -7.1836 2.3920  C48 1.091
56 H -0.2382 -5.4567 0.1128  C49 1.091
57 H 0.5135 -6.9421 0.6585  C49 1.095
58 H 0.0667 -6.1160 3.7201  C51 1.096
59 H 1.5380 -5.1652 3.7117  C51 1.091
60 H 1.3018 -7.9492 2.4515  C52 1.091
61 H 2.0721 -7.5637 3.9897  C52 1.091
62 H 2.7470 -6.9449 2.4721  C52 1.091
63 C 6.2012 -4.2242 -6.0397  C64 1.520, H68 1.091, H69 1.091, H70 1.091
64 C 6.8229 -4.4494 -4.6713  C63 1.520, O65 1.415, H71 1.091, H72 1.096
65 O 7.3811 -3.2837 -4.0963  C64 1.415, C66 1.419
66 C 6.4857 -2.2060 -3.8734  O65 1.419, C67 1.518, H73 1.096, H74 1.091
67 C 5.3324 -2.5386 -2.9434  C66 1.518, H75 1.092, H76 1.087, H77 1.092
68 H 6.9401 -3.8150 -6.7308  C63 1.091
69 H 5.8261 -5.1655 -6.4436  C63 1.091
70 H 5.3662 -3.5237 -5.9986  C63 1.091
71 H 7.6452 -5.1596 -4.7661  C64 1.091
72 H 6.0981 -4.9027 -3.9858  C64 1.096
73 H 6.1140 -1.8200 -4.8294  C66 1.096
74 H 7.0837 -1.4086 -3.4300  C66 1.091
75 H 4.6974 -3.3303 -3.3473  C67 1.092
76 H 4.7099 -1.6623 -2.7832  C67 1.087
77 H 5.7094 -2.8801 -1.9767  C67 1.092
78 C -3.8310 7.0209 -2.3944  C79 1.519, H83 1.091, H84 1.090, H85 1.091
79 C -3.6732 5.5840 -1.9281  C78 1.519, O80 1.418, H86 1.091, H87 1.095
80 O -4.5798 5.2084 -0.9051  C79 1.418, C81 1.417
81 C -5.9582 5.2927 -1.2220  O80 1.417, C82 1.519, H88 1.096, H89 1.090
82 C -6.3726 4.4228 -2.3963  C81 1.519, H90 1.091, H91 1.091, H92 1.092
83 H -3.7117 7.7088 -1.5557  C78 1.091
84 H -3.0815 7.2560 -3.1507  C78 1.090
85 H -4.8136 7.2032 -2.8317  C78 1.091
86 H -2.6754 5.4540 -1.5071  C79 1.091
87 H -3.7471 4.8887 -2.7713  C79 1.095
88 H -6.2466 6.3366 -1.3880  C81 1.096
89 H -6.4918 4.9627 -0.3306  C81 1.090
90 H -5.8719 4.7152 -3.3200  C82 1.091
91 H -7.4481 4.4987 -2.5604  C82 1.091
92 H -6.1217 3.3780 -2.2036  C82 1.092
93 C -8.2120 5.5163 4.4220  C94 1.520, H98 1.091, H99 1.091, H100 1.091
94 C -7.5449 4.1555 4.5325  C93 1.520, O95 1.416, H101 1.090, H102 1.096
95 O -7.4277 3.4726 3.2978  C94 1.416, C96 1.416
96 C -6.6721 4.1235 2.2920  O95 1.416, C97 1.519, H103 1.096, H104 1.091
97 C -5.2291 4.3926 2.6819  C96 1.519, H105 1.091, H106 1.092, H107 1.092
98 H -9.2062 5.4183 3.9827  C93 1.091
99 H -8.3076 5.9710 5.4088  C93 1.091
100 H -7.6412 6.2016 3.7939  C93 1.091
101 H -8.1494 3.5130 5.1733  C94 1.090
102 H -6.5648 4.2415 5.0145  C94 1.096
103 H -7.1733 5.0483 1.9830  C96 1.096
104 H -6.6853 3.4602 1.4254  C96 1.091
105 H -5.1548 5.0588 3.5425  C97 1.091
106 H -4.6954 4.8566 1.8503  C97 1.092
107 H -4.7259 3.4600 2.9441  C97 1.092

---

| no. | orbital gap (hartree) |
| --- | --- |
| 1 | 0.38006 |
| 2 | 0.23934 |
| 3 | 0.30466 |
| 4 | 0.31773 |